1.
Formula: C26H19N6O4S2V
Source: the Open Molecules 2025 dataset
Level of theory: ωB97M-V/def2-TZVPD

Geometry as XYZ:
```
58
Properties=species:S:1:pos:R:3:lowdin_charge:R:1
V -1.91689 -1.58169 1.21789 0.5100
S -1.73349 -1.71619 3.46749 0.8737
C -0.06669 -1.79179 3.83879 -0.6665
C 0.30911 -1.97049 5.18689 -0.2690
N 0.59001 -2.11109 6.28859 0.2011
C 0.87581 -1.65709 2.83139 -0.6739
S 0.41721 -1.37009 1.21969 0.8269
C 2.25891 -1.75299 3.08979 -0.2651
N 3.39061 -1.84119 3.24389 0.2048
C 4.56251 3.08871 1.02699 -0.0409
O 3.85591 4.27221 0.70509 -0.0328
C 2.90721 4.25421 -0.21971 -0.2498
C 2.21801 5.46811 -0.43701 0.0324
C 1.12951 5.50731 -1.26241 0.0161
C 0.67181 4.32561 -1.88101 -0.2807
C 1.45401 3.15401 -1.78661 0.0132
C 2.55351 3.11911 -0.97341 0.0155
N -0.49599 4.35961 -2.56461 0.1344
N -1.19009 3.40781 -2.88641 0.1399
C -1.46719 2.22891 -2.33791 -0.2132
C -1.75389 1.13021 -3.17941 0.0347
C -1.92199 -0.13359 -2.68391 0.0503
C -1.87629 -0.38339 -1.28671 -0.3013
O -1.98459 -1.51939 -0.75601 -0.0897
C -1.73469 0.75581 -0.40891 -0.1314
N -1.84439 0.47661 0.90159 -0.0041
C -1.82859 1.46741 1.77299 -0.0574
C -1.68709 2.80081 1.37489 0.0169
C -1.55239 3.10161 0.03739 0.0400
C -1.55689 2.06281 -0.90491 -0.0563
H 5.19421 3.33861 1.87629 0.1051
H 5.19451 2.77091 0.19569 0.1056
H 3.88191 2.28061 1.30529 0.1005
H 2.56681 6.34371 0.08889 0.1321
H 0.56411 6.41341 -1.40051 0.1267
H 1.19731 2.29431 -2.38831 0.1261
H 3.14651 2.21951 -0.91931 0.1164
H -1.74579 1.30331 -4.24601 0.1331
H -2.07929 -0.97199 -3.34371 0.1329
H -1.94119 1.22141 2.82359 0.1245
H -1.69549 3.58961 2.11139 0.1252
H -1.48419 4.12851 -0.28771 0.1218
N -1.66509 -3.74799 0.89519 0.0325
C -0.92599 -4.39509 -0.17961 -0.2744
C -0.11759 -3.68879 -1.05601 -0.0657
C 0.51511 -4.34749 -2.09911 -0.0598
C 0.37671 -5.71449 -2.25051 -0.0700
C -0.39339 -6.43029 -1.34821 -0.0649
C -1.04899 -5.77499 -0.32181 -0.0250
H -2.63609 -4.07269 0.82309 0.1303
H -1.31289 -4.11009 1.78909 0.1171
H 0.02311 -2.62419 -0.94171 0.0398
H 1.11781 -3.78269 -2.79351 0.1094
H 0.87021 -6.22069 -3.06501 0.1101
H -0.48799 -7.50019 -1.44531 0.1116
H -1.65429 -6.33859 0.37589 0.1195
O -3.43109 -1.64929 1.45489 -0.4384
O -4.61169 -1.68649 1.71259 0.0003
```

**Highest occupied orbital energy (alpha / beta)**: -11.034 / -11.182 eV
**Multiplicity**: 2
**Expectation value of S²**: 0.934
**HOMO-LUMO gap (alpha / beta)**: 0.228 / 0.207 Eh
**Charge**: +1

2.
Formula: C26H19N9O3PtS
Source: the Open Molecules 2025 dataset
Level of theory: ωB97M-V/def2-TZVPD

Geometry as XYZ:
```
59
Properties=species:S:1:pos:R:3:lowdin_charge:R:1
Pt 0.75748 -0.29308 -1.14324 1.1680
N 2.18597 1.20696 -1.71328 -0.0816
C 3.59593 1.45173 -1.29036 -0.1116
C 4.00446 1.05758 0.12805 -0.4483
O 4.93120 1.60292 0.64745 0.1473
N 3.26789 -0.03207 0.69960 0.0510
C 3.64144 -0.36404 1.86887 0.0405
C 0.93767 -0.00617 3.36227 -0.4114
O 1.69603 0.06036 4.22688 0.2439
O 0.18683 -0.08396 2.47422 0.1591
H 2.17432 1.12169 -2.72707 0.1050
H 1.66780 2.05711 -1.50895 0.0833
H 3.82482 2.51127 -1.39485 0.1404
H 4.26955 0.92816 -1.97141 0.1284
H 4.44545 0.15203 2.39616 0.1130
H 3.17037 -1.22110 2.34308 0.0918
S -0.05230 -7.66824 -0.68887 1.1134
N -1.12149 -6.49163 -0.45147 -0.1907
C -0.49358 -5.35121 -0.68937 -0.2963
C -1.07891 -4.02907 -0.58940 -0.0556
C -2.41100 -3.77320 -0.25476 0.0608
C -2.84353 -2.46693 -0.20994 0.0092
C -1.94855 -1.43548 -0.47621 -0.0702
N -0.67563 -1.66911 -0.78449 -0.0596
C -0.24202 -2.94999 -0.85377 -0.1308
C 1.13630 -3.12684 -1.25587 -0.1322
N 1.82691 -1.99242 -1.52350 -0.0623
C 3.09644 -2.09683 -1.90001 -0.0842
C 3.73528 -3.32435 -2.04091 0.0092
C 3.04408 -4.48345 -1.76842 0.0608
C 1.70940 -4.38976 -1.36588 -0.0564
C 0.86235 -5.52573 -1.06020 -0.2960
N 1.23491 -6.79512 -1.09477 -0.1906
H -3.07742 -4.59959 -0.04489 0.1401
H -3.86867 -2.22393 0.02915 0.1290
H -2.26276 -0.40337 -0.45438 0.1100
H 3.61628 -1.17591 -2.11083 0.1004
H 4.76592 -3.34819 -2.36420 0.1297
H 3.50861 -5.45668 -1.85902 0.1402
N -5.36357 6.59544 4.32008 0.1982
C -4.76132 5.96765 3.57160 -0.1599
C -4.01028 5.17789 2.63401 -0.2033
C -2.78826 4.62867 3.01302 0.0062
C -2.06504 3.86676 2.11352 0.0015
C -2.57537 3.64816 0.84277 -0.1724
C -3.78915 4.19154 0.45304 0.0071
C -4.50575 4.96278 1.35123 0.0107
N -1.83369 2.84243 -0.08953 0.0146
C -1.86307 2.94489 -1.46151 0.0000
C -1.02035 1.99580 -1.93851 -0.1005
N -0.47072 1.31449 -0.86456 -0.1657
C -0.98961 1.84929 0.23023 -0.1124
H -2.40126 4.81346 4.00518 0.1341
H -1.09752 3.47999 2.40377 0.1163
H -4.19840 4.00467 -0.53011 0.1198
H -5.45460 5.39208 1.06196 0.1359
H -2.45119 3.68332 -1.97524 0.1390
H -0.78649 1.74946 -2.95967 0.1175
H -0.79217 1.51893 1.23329 0.1168
```

**Highest occupied orbital energy**: -14.254 eV
**Multiplicity**: 1
**HOMO-LUMO gap**: 0.284 Eh
**Charge**: +2

3.
Formula: C26H20Cl2N4O4S3Se3Te2V
Source: the Open Molecules 2025 dataset
Level of theory: ωB97M-V/def2-TZVPD

Geometry as XYZ:
```
65
Properties=species:S:1:pos:R:3:lowdin_charge:R:1
V -0.27358 1.10201 -0.13104 -0.2496
Se -0.96723 2.31340 1.41233 -0.1661
Te -2.85035 3.51743 2.62423 -0.0008
Te 0.52431 3.14312 5.39943 -0.1670
Se 0.69288 2.46036 2.96625 -0.2490
Se -4.94990 -5.47007 1.98937 1.0227
N -4.11168 -4.38741 3.15120 -0.2326
C -3.64229 -3.39558 2.43817 -0.3415
C -2.93975 -2.25607 2.99799 -0.0915
C -2.75943 -2.13177 4.38107 -0.0100
C -2.15659 -1.01112 4.88899 -0.0264
C -1.71582 -0.04083 3.98415 -0.1568
N -1.85765 -0.16919 2.67939 0.0686
C -2.47316 -1.22545 2.16705 -0.1463
C -2.71154 -1.25418 0.70262 -0.1020
N -2.32479 -0.21224 -0.08325 0.0833
C -2.71324 -0.24841 -1.35316 -0.1713
C -3.37796 -1.30731 -1.96658 -0.0377
C -3.70157 -2.38392 -1.19889 -0.0049
C -3.41889 -2.34353 0.16834 -0.0850
C -3.89396 -3.42776 1.02039 -0.3341
N -4.58998 -4.43844 0.56378 -0.2365
H -3.12503 -2.92586 5.02035 0.1068
H -2.01689 -0.86125 5.95138 0.1086
H -1.22166 0.86376 4.33042 0.0077
H -2.52294 0.62784 -1.94857 0.0600
H -3.59008 -1.25711 -3.02520 0.1098
H -4.20013 -3.25498 -1.60320 0.1098
Cl -1.02533 2.57111 -1.77520 0.8136
C -0.43311 1.95959 -3.31998 -0.5620
C -0.58406 2.77634 -4.42726 -0.1235
C -0.14238 2.33839 -5.66458 -0.1179
C 0.44713 1.08570 -5.76124 -0.1469
C 0.59028 0.29324 -4.63775 -0.6807
Cl 1.34096 -1.26388 -4.84492 0.6241
C 0.15290 0.68234 -3.35175 -0.6561
S 0.28956 -0.35563 -1.96183 0.6993
H -1.04647 3.74737 -4.30803 0.1022
H -0.25965 2.95929 -6.54368 0.0908
H 0.80027 0.71626 -6.71569 0.0903
C 2.96409 3.38254 -1.98353 -0.1359
S 2.15143 3.23370 -0.40261 0.3801
O 3.18494 3.37923 0.59805 -0.3404
O 1.10851 4.22960 -0.39584 -0.3725
O 1.60207 1.82494 -0.46697 -0.5470
H 3.73960 4.13951 -1.87777 0.0535
H 2.22926 3.67249 -2.73298 0.0511
H 3.40663 2.41536 -2.22265 0.0603
C 1.30861 -0.96341 2.88895 -0.2163
S 0.93561 -0.65670 1.15415 0.8064
O 0.32589 -1.94103 0.66856 -0.5157
C 2.65850 -0.65987 0.63273 -0.3711
C 3.55843 0.26910 1.13622 -0.0799
C 4.85846 0.26826 0.65596 -0.0741
C 5.24923 -0.65310 -0.30980 -0.1023
C 4.33997 -1.58465 -0.79278 -0.0867
C 3.03151 -1.58722 -0.32236 -0.0930
H 2.04227 -1.76815 2.89021 0.0664
H 0.38028 -1.27219 3.36122 0.0365
H 1.68235 -0.06097 3.36156 0.0036
H 3.24260 1.01980 1.85064 0.0925
H 5.55750 1.00765 1.02680 0.1055
H 6.26184 -0.63666 -0.69631 0.0896
H 4.64285 -2.30460 -1.54355 0.0944
H 2.29633 -2.28915 -0.69298 0.0931
```

**Highest occupied orbital energy (alpha / beta)**: -0.742 / -0.653 eV
**Multiplicity**: 2
**Expectation value of S²**: 0.957
**HOMO-LUMO gap (alpha / beta)**: 0.139 / 0.136 Eh
**Charge**: -2

4.
Formula: C26H20Co2NO8
Source: the Open Molecules 2025 dataset
Level of theory: ωB97M-V/def2-TZVPD

Geometry as XYZ:
```
57
Properties=species:S:1:pos:R:3:lowdin_charge:R:1
C 2.32695 7.06395 0.32455 -0.0777
O 2.98474 5.80518 0.59186 -0.1118
C 2.27310 4.82009 1.20514 -0.2919
C 2.82919 3.51791 1.21248 -0.0105
C 2.07562 2.43421 1.61049 -0.0235
C 0.73855 2.59195 2.07639 -0.1774
C -0.12976 1.48336 2.43257 -0.2742
C -0.03468 0.14322 1.86156 -0.0350
N -0.98608 1.74148 3.46118 0.0743
C -2.06837 0.95360 3.86811 -0.5090
C -2.88131 1.66266 4.90650 -0.0227
O -2.34496 -0.15514 3.43302 0.0298
C 0.23865 3.91999 2.17123 -0.0525
C 0.97976 5.02158 1.75227 -0.0394
H 3.05635 7.61903 -0.26418 0.0847
H 1.40337 6.91109 -0.24904 0.0933
H 2.10849 7.58738 1.26366 0.0852
H 3.84203 3.42178 0.83194 0.1143
H 2.52700 1.44614 1.56940 0.0953
H -0.61591 -0.61833 2.40141 0.0895
H 1.01584 -0.16846 1.71212 0.0965
H -0.92713 2.65786 3.90330 0.1170
H -2.33778 2.47010 5.41098 0.0728
H -3.77627 2.07431 4.42566 0.0843
H -3.19257 0.91799 5.63832 0.0788
H -0.78611 4.10825 2.51295 0.1053
H 0.54021 6.02618 1.80103 0.0970
O -2.70273 -5.28703 -2.42741 0.1257
C -1.81849 -4.94327 -1.76304 -0.1446
Co -0.42304 -4.38480 -0.83242 0.0527
C -0.88149 -5.43574 0.50349 -0.1830
O -1.17559 -6.16486 1.34698 0.1103
C 0.69929 -5.34501 -1.77563 -0.1746
O 1.34938 -6.07492 -2.39786 0.1176
C -0.33356 -2.49218 -1.61214 -0.2785
C -0.78587 -2.32420 -3.02222 -0.2110
C -0.10776 -2.96137 -4.08243 -0.0448
C -0.57848 -2.88188 -5.39217 -0.0957
C -1.72949 -2.15306 -5.68576 -0.1180
C -2.38980 -1.46729 -4.65980 -0.1006
C -1.91986 -1.53395 -3.34288 -0.0285
C -0.31002 -1.57999 -0.51593 -0.2715
C -1.01548 -0.70360 0.22397 -0.0251
Co 1.21100 -2.45269 -0.72379 0.1072
C 2.41827 -3.23338 -1.71609 -0.1801
O 3.30595 -3.71805 -2.27902 0.1237
C 1.11388 -3.60570 0.70321 -0.1759
O 1.50053 -3.93890 1.75657 0.0838
C 2.32103 -1.12648 -0.47220 -0.1336
O 3.11138 -0.29144 -0.34745 0.1129
H 0.79747 -3.52609 -3.84888 0.0946
H -0.03548 -3.39853 -6.17852 0.0954
H -2.11708 -2.11789 -6.70163 0.0888
H -3.28228 -0.87202 -4.86922 0.0942
H -2.44113 -1.00957 -2.53095 0.1097
H -0.52832 0.29653 0.59496 0.0647
H -2.11118 -0.73000 0.18339 0.0917
```

**Highest occupied orbital energy**: -3.192 eV
**Multiplicity**: 1
**HOMO-LUMO gap**: 0.207 Eh
**Charge**: -1

Among the records above, which one has the highest charge?
C26H19N9O3PtS

Copy entry 2 word for word.
Formula: C26H19N9O3PtS
Source: the Open Molecules 2025 dataset
Level of theory: ωB97M-V/def2-TZVPD

Geometry as XYZ:
```
59
Properties=species:S:1:pos:R:3:lowdin_charge:R:1
Pt 0.75748 -0.29308 -1.14324 1.1680
N 2.18597 1.20696 -1.71328 -0.0816
C 3.59593 1.45173 -1.29036 -0.1116
C 4.00446 1.05758 0.12805 -0.4483
O 4.93120 1.60292 0.64745 0.1473
N 3.26789 -0.03207 0.69960 0.0510
C 3.64144 -0.36404 1.86887 0.0405
C 0.93767 -0.00617 3.36227 -0.4114
O 1.69603 0.06036 4.22688 0.2439
O 0.18683 -0.08396 2.47422 0.1591
H 2.17432 1.12169 -2.72707 0.1050
H 1.66780 2.05711 -1.50895 0.0833
H 3.82482 2.51127 -1.39485 0.1404
H 4.26955 0.92816 -1.97141 0.1284
H 4.44545 0.15203 2.39616 0.1130
H 3.17037 -1.22110 2.34308 0.0918
S -0.05230 -7.66824 -0.68887 1.1134
N -1.12149 -6.49163 -0.45147 -0.1907
C -0.49358 -5.35121 -0.68937 -0.2963
C -1.07891 -4.02907 -0.58940 -0.0556
C -2.41100 -3.77320 -0.25476 0.0608
C -2.84353 -2.46693 -0.20994 0.0092
C -1.94855 -1.43548 -0.47621 -0.0702
N -0.67563 -1.66911 -0.78449 -0.0596
C -0.24202 -2.94999 -0.85377 -0.1308
C 1.13630 -3.12684 -1.25587 -0.1322
N 1.82691 -1.99242 -1.52350 -0.0623
C 3.09644 -2.09683 -1.90001 -0.0842
C 3.73528 -3.32435 -2.04091 0.0092
C 3.04408 -4.48345 -1.76842 0.0608
C 1.70940 -4.38976 -1.36588 -0.0564
C 0.86235 -5.52573 -1.06020 -0.2960
N 1.23491 -6.79512 -1.09477 -0.1906
H -3.07742 -4.59959 -0.04489 0.1401
H -3.86867 -2.22393 0.02915 0.1290
H -2.26276 -0.40337 -0.45438 0.1100
H 3.61628 -1.17591 -2.11083 0.1004
H 4.76592 -3.34819 -2.36420 0.1297
H 3.50861 -5.45668 -1.85902 0.1402
N -5.36357 6.59544 4.32008 0.1982
C -4.76132 5.96765 3.57160 -0.1599
C -4.01028 5.17789 2.63401 -0.2033
C -2.78826 4.62867 3.01302 0.0062
C -2.06504 3.86676 2.11352 0.0015
C -2.57537 3.64816 0.84277 -0.1724
C -3.78915 4.19154 0.45304 0.0071
C -4.50575 4.96278 1.35123 0.0107
N -1.83369 2.84243 -0.08953 0.0146
C -1.86307 2.94489 -1.46151 0.0000
C -1.02035 1.99580 -1.93851 -0.1005
N -0.47072 1.31449 -0.86456 -0.1657
C -0.98961 1.84929 0.23023 -0.1124
H -2.40126 4.81346 4.00518 0.1341
H -1.09752 3.47999 2.40377 0.1163
H -4.19840 4.00467 -0.53011 0.1198
H -5.45460 5.39208 1.06196 0.1359
H -2.45119 3.68332 -1.97524 0.1390
H -0.78649 1.74946 -2.95967 0.1175
H -0.79217 1.51893 1.23329 0.1168
```

**Highest occupied orbital energy**: -14.254 eV
**Multiplicity**: 1
**HOMO-LUMO gap**: 0.284 Eh
**Charge**: +2